The following is a quantum chemistry calculation of a molecular structure, C33H52BrClN7O4PRuS, from the OMol25 dataset.

Structure (XYZ):
```
101
C33H52BrClN7O4PRuS (ωB97M-V with the def2-TZVPD basis set)
Ru 1.26 -0.09 0.54
N 2.87 -2.12 0.21
C 4.11 -1.52 0.74
C 3.81 -0.82 2.05
O 4.58 -0.96 3.00
N 2.64 -0.13 2.08
C 2.06 0.08 3.40
C 0.63 -0.41 3.37
O 0.06 -0.81 4.37
O 0.05 -0.31 2.19
H 2.57 -2.87 0.83
H 2.99 -2.50 -0.72
H 4.48 -0.81 0.01
H 4.90 -2.25 0.94
H 2.03 1.14 3.67
H 2.62 -0.43 4.18
N -0.05 -0.82 -0.72
P -1.38 -1.58 -0.65
N -2.71 -0.62 -0.34
C -4.08 -0.85 -0.78
C -4.69 0.45 -1.28
C -4.83 1.44 -0.11
C -3.74 1.19 0.95
C -2.46 0.69 0.30
N -1.84 -2.26 -2.14
C -1.09 -3.46 -2.56
C 0.22 -3.11 -3.27
C -0.06 -2.29 -4.55
C -1.50 -1.77 -4.56
C -1.93 -1.23 -3.20
N -1.44 -2.88 0.40
C -2.69 -3.38 0.95
C -2.69 -4.90 0.96
C -1.48 -5.44 1.72
C -0.19 -4.85 1.14
C -0.27 -3.33 1.15
H -4.71 -1.23 0.04
H -4.08 -1.62 -1.55
H -5.66 0.26 -1.75
H -4.03 0.87 -2.05
H -5.82 1.35 0.34
H -4.76 2.47 -0.48
H -4.08 0.45 1.67
H -3.53 2.10 1.51
H -1.67 0.59 1.03
H -2.11 1.42 -0.44
H -1.72 -4.07 -3.21
H -0.89 -4.06 -1.67
H 0.79 -4.01 -3.49
H 0.80 -2.51 -2.57
H 0.10 -2.91 -5.44
H 0.63 -1.45 -4.61
H -2.18 -2.56 -4.87
H -1.61 -0.97 -5.30
H -2.96 -0.87 -3.28
H -1.30 -0.37 -2.95
H -3.53 -3.01 0.36
H -2.81 -3.00 1.97
H -2.67 -5.26 -0.07
H -3.62 -5.26 1.42
H -1.46 -6.53 1.68
H -1.56 -5.15 2.77
H -0.04 -5.21 0.12
H 0.67 -5.17 1.74
H 0.61 -2.87 0.72
H -0.35 -2.98 2.19
Br 6.14 2.67 -0.99
C 4.71 1.52 -1.51
C 4.82 0.79 -2.71
C 3.68 0.00 -3.03
C 2.60 -0.05 -2.20
N 2.53 0.65 -1.00
C 3.63 1.44 -0.69
H 5.70 0.84 -3.33
H 3.66 -0.57 -3.95
H 1.72 -0.64 -2.43
H 3.58 2.00 0.23
Cl -1.63 4.15 4.35
C -0.08 4.88 4.07
C 0.20 6.09 4.67
C 1.42 6.71 4.45
C 2.37 6.11 3.62
C 2.09 4.90 3.02
C 0.86 4.22 3.22
C 0.62 2.99 2.60
H -0.55 6.54 5.31
H 1.64 7.66 4.93
H 3.32 6.59 3.45
H 2.82 4.43 2.37
H 1.37 2.57 1.94
H -0.29 2.43 2.73
C 0.81 2.81 -2.71
S 0.99 3.27 -1.00
C 0.02 4.77 -1.05
O 0.16 2.31 -0.22
H 1.16 3.63 -3.34
H -0.25 2.59 -2.88
H 1.42 1.92 -2.87
H 0.55 5.53 -1.64
H -0.08 5.10 -0.02
H -0.95 4.54 -1.48
```

Output
Relative energy (zero: lowest compared OMol25 entry of this formula, charge and spin) ... 58.9 kJ/mol
Molar mass ... 890.29 g/mol
Total energy ... -158957.646 eV
Kohn-Sham gap (alpha / beta) ... 4.53 / 6.18 eV
Net charge ... -1
Highest occupied orbital energy (alpha / beta) ... -0.086 / -0.169 Ha
Multiplicity ... 6

The following is a quantum chemistry calculation of 3 unconnected molecules or ions with the total composition C33H52BrNO5S2 at a distorted geometry, from the OMol25 dataset.

Structure (XYZ):
```
94
C33H52BrNO5S2 (ωB97M-V with the def2-TZVPD basis set)
C -3.08 -3.99 -1.87
C -1.57 -4.31 -1.51
C -1.44 -5.31 -0.28
C -1.81 -4.54 1.07
O -0.76 -4.65 2.06
C -0.01 -3.46 2.09
C 1.35 -3.42 1.53
C 2.13 -2.19 1.51
O 3.42 -2.10 0.95
C 3.17 -1.61 -0.41
C 3.20 -2.83 -1.44
C 1.51 -0.99 2.06
C 0.14 -1.02 2.62
C -0.65 -2.26 2.65
C -2.09 -2.21 3.23
C -2.45 -3.43 4.16
O -2.15 -3.48 5.33
N -0.48 0.18 3.16
Br 0.22 0.63 4.86
C -0.40 1.30 2.25
C -1.60 2.06 1.93
C -1.51 3.20 1.00
C -2.87 3.93 0.67
C -3.54 3.07 -0.50
C -4.65 3.86 -1.30
C -4.22 1.74 0.03
C -0.22 3.60 0.44
C 1.02 2.86 0.75
C 2.37 3.30 0.11
S 3.74 3.55 1.32
C 3.19 4.71 2.63
C 4.35 4.71 3.74
C 0.88 1.72 1.63
S 2.31 0.65 2.07
H -3.11 -2.95 -2.33
H -3.49 -4.67 -2.67
H -3.76 -3.99 -0.98
H -1.08 -3.33 -1.26
H -1.07 -4.71 -2.43
H -2.12 -6.19 -0.47
H -0.40 -5.74 -0.22
H -2.04 -3.48 0.79
H -2.78 -4.99 1.43
H 1.74 -4.38 1.11
H 2.13 -1.18 -0.51
H 3.86 -0.78 -0.69
H 4.00 -2.73 -2.21
H 3.40 -3.76 -0.84
H 2.19 -2.92 -1.92
H -2.31 -1.28 3.83
H -2.84 -2.20 2.38
H -3.07 -4.28 3.72
H -2.58 1.74 2.36
H -3.51 3.84 1.58
H -2.73 4.97 0.29
H -2.73 2.77 -1.23
H -5.57 3.89 -0.64
H -4.36 4.89 -1.61
H -4.94 3.21 -2.17
H -3.42 0.96 0.19
H -4.94 1.29 -0.71
H -4.71 1.88 1.03
H -0.13 4.48 -0.24
H 2.18 4.30 -0.37
H 2.68 2.61 -0.72
H 3.08 5.76 2.28
H 2.27 4.35 3.17
H 3.96 4.79 4.78
H 4.87 3.71 3.63
H 5.13 5.48 3.50
C -5.55 -0.18 -5.99
C -5.62 1.17 -5.31
C -4.25 1.83 -5.25
O -6.12 1.01 -3.98
H -4.89 -0.86 -5.44
H -6.54 -0.65 -6.02
H -5.18 -0.09 -7.02
H -6.32 1.82 -5.84
H -3.54 1.22 -4.68
H -4.31 2.80 -4.75
H -3.84 1.99 -6.25
H -5.51 0.44 -3.50
C 6.90 -1.27 1.08
C 7.28 -0.53 -0.19
C 8.69 0.03 -0.11
O 6.36 0.54 -0.41
H 6.93 -0.60 1.95
H 5.88 -1.65 1.01
H 7.58 -2.11 1.27
H 7.20 -1.21 -1.04
H 8.78 0.74 0.71
H 8.94 0.56 -1.03
H 9.42 -0.77 0.04
H 6.42 1.14 0.34
```

Output
Molar mass ... 686.82 g/mol
Total energy ... -138500.034 eV
Kohn-Sham gap ... 7.80 eV
Highest occupied orbital energy ... -0.296 Ha
SMILES ... CCCCOc1cc(OCC)c2c(c1CC=O)N(Br)c1cc(CC(C)C)cc(CSCC)c1S2.CC(C)O.CC(C)O

The following is a quantum chemistry calculation of 8 unconnected molecules or ions with the total composition C33H52FNO24 at a distorted geometry, from the OMol25 dataset.

Structure (XYZ):
```
111
C33H52FNO24 (ωB97M-V with the def2-TZVPD basis set)
C -1.68 -3.16 3.84
C -2.29 -3.31 2.29
F -3.39 -2.27 2.23
C -1.13 -3.07 1.12
C 0.50 -3.29 1.43
C 1.69 -3.06 0.32
C 1.30 -2.55 -1.19
C -0.30 -2.35 -1.48
C -1.54 -2.60 -0.43
C -3.08 -2.38 -0.95
C -3.29 -3.24 -2.37
O -4.47 -3.21 -2.99
C -0.25 -1.86 -3.04
O -1.15 -1.24 -3.81
N 1.15 -2.17 -3.62
C 2.20 -2.24 -2.52
O 3.52 -2.06 -2.55
H -1.65 -4.21 4.40
H -2.44 -2.50 4.47
H -0.66 -2.59 3.88
H -2.74 -4.41 2.25
H 0.79 -3.66 2.51
H 2.83 -3.24 0.57
H -3.31 -1.24 -1.18
H -3.91 -2.79 -0.23
H -2.37 -3.86 -2.82
H 1.04 -3.02 -4.23
C 7.52 1.24 2.05
O 7.50 0.61 0.77
C 6.45 -0.23 0.57
O 5.57 -0.47 1.38
O 6.56 -0.76 -0.67
C 5.52 -1.67 -1.02
H 8.40 1.89 2.09
H 6.63 1.86 2.18
H 7.60 0.50 2.85
H 4.55 -1.16 -1.00
H 5.52 -2.53 -0.34
H 5.71 -2.03 -2.03
C 6.34 4.09 -4.73
O 5.79 2.86 -5.19
C 4.93 2.27 -4.32
O 4.61 2.70 -3.22
O 4.49 1.12 -4.89
C 3.57 0.39 -4.08
H 7.01 4.47 -5.50
H 5.55 4.83 -4.56
H 6.92 3.93 -3.81
H 2.67 0.98 -3.89
H 4.04 0.08 -3.14
H 3.28 -0.51 -4.63
C 8.65 0.94 -3.54
O 9.29 2.07 -4.13
C 10.53 1.81 -4.62
O 11.11 0.73 -4.58
O 11.03 2.96 -5.15
C 12.34 2.84 -5.70
H 7.67 1.27 -3.19
H 8.51 0.15 -4.28
H 9.22 0.58 -2.68
H 12.34 2.12 -6.53
H 13.06 2.55 -4.93
H 12.63 3.81 -6.10
C -2.67 3.22 6.70
O -2.69 2.59 5.42
C -3.74 1.75 5.23
O -4.63 1.51 6.03
O -3.63 1.22 3.98
C -4.67 0.31 3.64
H -1.79 3.87 6.74
H -3.57 3.84 6.83
H -2.60 2.48 7.50
H -5.65 0.82 3.65
H -4.67 -0.55 4.31
H -4.49 -0.05 2.62
C -6.02 -4.39 4.57
O -4.92 -5.23 4.89
C -5.18 -6.14 5.86
O -6.24 -6.27 6.45
O -4.05 -6.87 6.07
C -4.18 -7.87 7.08
H -5.70 -3.70 3.78
H -6.86 -4.98 4.19
H -6.32 -3.79 5.44
H -4.94 -8.60 6.80
H -4.41 -7.42 8.05
H -3.22 -8.39 7.16
C -4.22 4.02 -2.98
O -4.66 3.17 -4.04
C -4.45 1.84 -3.81
O -3.94 1.36 -2.81
O -4.90 1.15 -4.89
C -4.74 -0.26 -4.79
H -4.44 5.05 -3.27
H -4.77 3.80 -2.06
H -3.14 3.92 -2.83
H -5.31 -0.65 -3.94
H -3.69 -0.53 -4.71
H -5.14 -0.71 -5.70
C -8.26 6.30 0.63
O -6.89 5.92 0.57
C -6.52 4.97 1.47
O -7.26 4.44 2.29
O -5.20 4.72 1.30
C -4.68 3.73 2.18
H -8.44 7.06 -0.13
H -8.91 5.44 0.42
H -8.50 6.73 1.61
H -5.18 2.77 2.03
H -4.77 4.05 3.22
H -3.62 3.60 1.95
```

Output
Molar mass ... 865.76 g/mol
Total energy ... -88398.787 eV
Kohn-Sham gap ... 7.65 eV
Highest occupied orbital energy ... -0.356 Ha
SMILES ... C[C@@H](F)c1ccc2c(c1CC=O)C(=O)NC2=O.COC(=O)OC.COC(=O)OC.COC(=O)OC.COC(=O)OC.COC(=O)OC.COC(=O)OC.COC(=O)OC

The following is a quantum chemistry calculation of a molecular structure, C33H52Ge4NNaO at a distorted geometry, from the OMol25 dataset.

Structure (XYZ):
```
92
C33H52Ge4NNaO (ωB97M-V with the def2-TZVPD basis set)
Na -0.15 0.38 0.05
C -0.82 0.87 4.84
C -0.50 0.78 3.35
Ge -0.44 -1.11 2.80
C 1.41 -1.75 3.08
C 1.81 -1.80 4.56
C -1.72 -2.22 3.76
C -2.44 -2.92 2.86
Ge -1.78 -2.38 1.08
C -1.04 -3.95 0.14
C 0.36 -4.39 0.58
C -3.04 -1.51 -0.13
C -3.87 -0.39 0.51
C -3.46 -3.95 3.14
C -3.58 -4.57 4.38
C -4.55 -5.53 4.61
C -5.42 -5.90 3.60
C -5.32 -5.30 2.35
C -4.34 -4.34 2.13
H -0.75 1.91 5.19
H -0.14 0.28 5.46
H -1.84 0.53 5.05
H 0.47 1.22 3.13
H -1.24 1.32 2.75
H 2.08 -1.09 2.53
H 1.49 -2.74 2.62
H 1.88 -0.80 4.99
H 2.79 -2.27 4.68
H 1.09 -2.37 5.15
H -1.87 -2.31 4.84
H -1.08 -3.75 -0.93
H -1.76 -4.75 0.34
H 1.10 -3.60 0.40
H 0.68 -5.28 0.03
H 0.38 -4.62 1.64
H -3.68 -2.31 -0.52
H -2.47 -1.14 -0.99
H -4.37 -0.74 1.42
H -4.63 -0.03 -0.17
H -3.24 0.46 0.78
H -2.89 -4.30 5.18
H -4.62 -6.00 5.59
H -6.18 -6.66 3.78
H -5.99 -5.59 1.56
H -4.27 -3.87 1.15
C 1.57 -2.97 -3.76
C 0.62 -2.18 -2.85
Ge 1.10 -0.26 -2.73
C -0.41 0.82 -3.37
C -0.79 0.39 -4.79
C 2.75 0.11 -3.72
C 3.72 0.43 -2.84
Ge 2.87 0.17 -1.07
C 3.36 -1.59 -0.34
C 4.82 -1.77 0.12
C 2.78 1.51 0.36
C 4.14 2.02 0.86
C 5.13 0.75 -3.13
C 5.59 0.94 -4.43
C 6.93 1.22 -4.68
C 7.83 1.31 -3.63
C 7.39 1.13 -2.33
C 6.05 0.86 -2.09
H 1.30 -4.03 -3.79
H 2.61 -2.90 -3.42
H 1.54 -2.60 -4.78
H 0.62 -2.60 -1.84
H -0.41 -2.26 -3.22
H -0.11 1.87 -3.33
H -1.26 0.73 -2.68
H 0.07 0.42 -5.46
H -1.55 1.06 -5.20
H -1.20 -0.62 -4.81
H 2.93 0.05 -4.79
H 3.13 -2.31 -1.13
H 2.68 -1.81 0.49
H 5.52 -1.57 -0.69
H 4.99 -2.79 0.46
H 5.07 -1.10 0.95
H 2.24 1.03 1.19
H 2.16 2.34 0.03
H 4.77 1.21 1.22
H 4.02 2.73 1.68
H 4.68 2.54 0.07
H 4.90 0.87 -5.26
H 7.26 1.37 -5.70
H 8.87 1.53 -3.83
H 8.09 1.21 -1.50
H 5.71 0.72 -1.07
O -2.70 3.94 -0.22
C -1.98 2.99 -0.08
N -1.27 2.05 0.07
```

Output
Molar mass ... 792.21 g/mol
Total energy ... -269081.475 eV
Kohn-Sham gap ... 8.50 eV
Highest occupied orbital energy ... -0.302 Ha

The following is a quantum chemistry calculation of a molecular structure, C33H52N3O3P2Pb at a distorted geometry, from the OMol25 dataset.

Structure (XYZ):
```
94
C33H52N3O3P2Pb (ωB97M-V with the def2-TZVPD basis set)
C -1.64 -1.53 -1.79
C 0.65 -1.94 -1.69
C -1.82 -2.42 -2.85
C 0.50 -2.97 -2.67
C -0.73 -3.21 -3.25
H -2.80 -2.49 -3.33
H 1.39 -3.53 -2.95
H -0.86 -3.98 -4.01
N -0.49 -1.41 -1.13
P -2.96 -0.22 0.32
P 2.83 -0.67 -0.11
C -2.80 -0.59 -1.46
H -2.67 0.34 -2.02
H -3.73 -1.03 -1.85
C 2.00 -1.50 -1.41
H 2.73 -2.16 -1.91
C 4.29 0.13 -1.06
C 3.42 -1.73 1.45
C -3.87 1.43 0.32
C -3.98 -1.74 0.90
C 4.30 1.59 -0.59
H 4.45 1.66 0.50
H 5.13 2.11 -1.09
H 3.36 2.11 -0.85
C 5.66 -0.51 -0.82
H 5.98 -0.47 0.23
H 5.70 -1.54 -1.18
H 6.39 0.07 -1.40
C 4.06 0.09 -2.58
H 4.78 0.77 -3.06
H 4.20 -0.91 -3.00
H 3.06 0.44 -2.86
C 4.22 -0.80 2.38
H 3.58 0.00 2.79
H 4.62 -1.38 3.22
H 5.07 -0.32 1.88
C 2.19 -2.29 2.19
H 1.66 -1.53 2.78
H 1.49 -2.77 1.49
H 2.52 -3.07 2.90
C 4.27 -2.91 0.96
H 5.20 -2.59 0.48
H 4.53 -3.54 1.82
H 3.70 -3.52 0.24
C -4.63 -1.40 2.25
H -5.11 -2.31 2.63
H -3.88 -1.09 2.99
H -5.41 -0.63 2.16
C -2.98 -2.88 1.11
H -2.45 -3.15 0.18
H -2.24 -2.65 1.89
H -3.54 -3.77 1.44
C -5.04 -2.19 -0.11
H -5.66 -2.97 0.37
H -5.72 -1.39 -0.43
H -4.60 -2.66 -1.01
C -3.05 2.46 -0.49
H -3.06 2.25 -1.57
H -3.51 3.45 -0.35
H -2.01 2.52 -0.14
C -3.98 1.95 1.76
H -2.98 2.08 2.21
H -4.47 2.94 1.74
H -4.58 1.29 2.41
C -5.26 1.24 -0.29
H -5.22 0.81 -1.30
H -5.92 0.63 0.34
H -5.74 2.23 -0.38
Pb -0.41 -0.14 1.39
C -1.58 -1.17 3.73
O -1.73 -1.36 4.85
N 0.94 0.97 -0.31
C 1.13 0.84 -1.50
C 0.91 1.53 -2.75
C 0.62 2.89 -2.61
C 0.97 0.94 -4.03
C 0.47 3.70 -3.74
H 0.53 3.30 -1.60
C 0.82 1.76 -5.16
H 1.15 -0.13 -4.12
C 0.58 3.14 -5.02
H 0.29 4.76 -3.61
H 0.91 1.32 -6.15
H 0.48 3.77 -5.90
N 1.25 2.94 5.14
C 0.18 3.31 4.18
C -0.08 2.03 3.39
O 0.40 0.96 3.89
O -0.70 2.11 2.28
H 1.38 1.90 5.05
H 1.00 3.19 6.10
H 2.12 3.45 4.93
H -0.71 3.63 4.72
H 0.52 4.12 3.53
```

Output
Molar mass ... 807.95 g/mol
Total energy ... -69494.674 eV
Kohn-Sham gap (alpha / beta) ... 5.02 / 5.02 eV
Net charge ... +1
Highest occupied orbital energy (alpha / beta) ... -0.294 / -0.294 Ha